Entry 1:
Computed, not measured: a structure of composition C45H47N3OP2Re at a distorted geometry, with wB97M-V/def2-TZVPD.

Geometry as XYZ:
```
99
Properties=species:S:1:pos:R:3:mulliken_spin:R:1
Re 0.395 0.865 -0.187 2.251
C 2.977 2.159 -0.832 0.033
C 2.527 3.017 0.334 0.033
N 1.431 2.323 1.093 -0.001
C 0.417 3.250 1.675 0.052
C -0.531 3.756 0.583 0.004
N -0.471 2.869 -0.632 0.025
C 0.260 3.505 -1.795 0.013
C 1.099 2.485 -2.533 0.043
N 1.781 1.563 -1.546 0.072
H 3.573 1.320 -0.471 -0.009
H 3.575 2.718 -1.553 0.001
H 2.167 3.994 0.024 -0.003
H 3.371 3.188 1.002 -0.002
H 1.887 1.846 1.871 -0.011
H 0.916 4.075 2.186 -0.001
H -0.124 2.682 2.435 -0.007
H -0.308 4.779 0.284 -0.001
H -1.555 3.752 0.953 -0.003
H -1.428 2.747 -0.960 0.001
H 0.855 4.329 -1.415 -0.002
H -0.471 3.931 -2.483 -0.001
H 1.857 2.954 -3.163 0.003
H 0.474 1.857 -3.165 -0.006
H 2.123 0.760 -2.081 -0.004
C -3.676 -2.157 3.669 0.001
C -2.975 -0.839 3.278 -0.004
C -3.420 0.304 4.201 0.001
C -1.475 -1.058 3.373 -0.002
C -0.922 -1.613 4.534 -0.004
C 0.418 -1.935 4.660 0.005
C 1.277 -1.711 3.597 -0.006
C 0.767 -1.134 2.433 -0.058
P 1.807 -0.808 1.042 0.184
C 3.386 -0.236 1.710 0.013
C 3.393 0.602 2.842 0.004
C 4.587 1.027 3.396 0.002
C 5.796 0.606 2.844 -0.003
C 5.801 -0.255 1.758 0.001
C 4.603 -0.680 1.192 0.002
C 2.058 -2.190 -0.060 -0.037
C 1.524 -3.435 0.281 0.032
C 1.811 -4.540 -0.510 -0.001
C 2.623 -4.405 -1.626 0.016
C 3.143 -3.162 -1.979 -0.006
C 2.855 -2.055 -1.203 0.017
C -0.580 -0.788 2.361 0.036
O -0.990 -0.114 1.147 0.159
C -2.397 -0.281 0.844 0.039
C -2.741 -0.168 -0.500 -0.067
C -4.081 -0.224 -0.884 -0.005
C -5.045 -0.398 0.094 0.004
C -4.659 -0.553 1.414 -0.003
C -3.322 -0.535 1.832 0.001
P -1.445 0.031 -1.688 0.150
C -2.069 1.168 -2.946 0.015
C -1.824 0.951 -4.302 0.006
C -2.348 1.821 -5.254 0.001
C -3.126 2.900 -4.864 -0.003
C -3.411 3.104 -3.514 0.001
C -2.896 2.240 -2.564 0.005
C -0.906 -1.499 -2.435 -0.049
C 0.165 -1.527 -3.335 0.037
C 0.475 -2.698 -4.000 -0.003
C -0.273 -3.848 -3.762 0.014
C -1.319 -3.834 -2.852 0.001
C -1.642 -2.661 -2.184 0.019
H -3.452 -2.428 4.698 0.000
H -3.370 -2.980 3.022 0.000
H -4.758 -2.057 3.607 0.000
H -3.183 0.073 5.240 0.000
H -4.499 0.447 4.141 0.000
H -2.935 1.247 3.942 0.000
H -1.579 -1.813 5.370 0.000
H 0.787 -2.370 5.579 0.000
H 2.325 -1.973 3.668 -0.001
H 2.472 0.837 3.373 0.000
H 4.583 1.651 4.280 0.000
H 6.732 0.924 3.286 0.000
H 6.738 -0.617 1.357 0.000
H 4.636 -1.374 0.363 0.000
H 0.915 -3.551 1.169 0.002
H 1.418 -5.511 -0.238 0.000
H 2.864 -5.275 -2.223 0.000
H 3.785 -3.069 -2.844 0.000
H 3.317 -1.103 -1.458 0.005
H -4.359 -0.130 -1.926 -0.001
H -6.093 -0.431 -0.171 0.000
H -5.427 -0.714 2.159 0.000
H -1.244 0.101 -4.635 0.000
H -2.163 1.637 -6.304 0.000
H -3.541 3.566 -5.609 0.000
H -4.066 3.911 -3.214 0.000
H -3.242 2.345 -1.536 0.000
H 0.731 -0.628 -3.567 0.002
H 1.284 -2.718 -4.719 0.000
H -0.042 -4.759 -4.300 0.000
H -1.901 -4.729 -2.676 0.001
H -2.479 -2.646 -1.497 0.000
```

The HOMO energy (alpha / beta) is -19.07 / -18.97 eV. Its energy is -2742.10992 Eh. The value obtained for the energy above the lowest of the compared OMol25 structures with the same formula, charge and spin is 0.0 kJ/mol. The spin multiplicity is 4. The largest force on an atom is 1.11 eV/Å. As for the total charge: +4.

=====

Entry 2:
Computed, not measured: the molecule C5H9O3 at a distorted geometry, with wB97M-V/def2-TZVPD.

Geometry as XYZ:
```
17
Properties=species:S:1:pos:R:3:mulliken_spin:R:1
O -1.680 -1.819 1.053 0.017
C -2.468 -0.902 0.877 -0.016
C -2.097 0.349 0.123 0.016
O -0.741 0.396 -0.220 0.069
C 0.134 0.071 0.772 0.824
C 1.354 -0.662 0.345 -0.004
O 2.428 0.161 -0.095 0.030
C 2.209 0.788 -1.336 0.006
H -3.534 -0.984 1.174 0.001
H -2.689 0.375 -0.805 -0.001
H -2.390 1.225 0.732 0.001
H 0.148 0.732 1.645 0.020
H 1.749 -1.226 1.200 0.033
H 1.084 -1.380 -0.451 0.006
H 3.148 1.273 -1.630 0.001
H 1.928 0.051 -2.110 0.001
H 1.418 1.553 -1.276 -0.005
```

The HOMO energy (alpha / beta) is -7.43 / -9.61 eV. Its energy is -421.51260 Eh. The value obtained for the energy above the lowest of the compared OMol25 structures with the same formula, charge and spin is 187.2 kJ/mol. The spin multiplicity is 2. The largest force on an atom is 1.88 eV/Å. As for the total charge: 0.

=====

Entry 3:
Computed, not measured: a cluster of 3 separate species, C3H9O4 in total at a distorted geometry, with wB97M-V/def2-TZVPD.

Geometry as XYZ:
```
16
Properties=species:S:1:pos:R:3:mulliken_charge:R:1
O 1.602 -0.473 0.184 -0.748
C 0.343 -0.439 0.239 0.510
O -0.363 0.539 0.612 -0.840
C -0.364 -1.743 -0.252 -0.342
C 0.527 -2.622 -1.137 -1.025
H -0.887 -2.201 0.594 0.302
H -1.217 -1.318 -0.814 0.193
H 1.174 -3.198 -0.466 0.245
H -0.063 -3.159 -1.870 0.353
H 1.271 -1.997 -1.616 0.292
H 2.118 1.685 0.245 0.298
H 0.673 2.183 0.528 0.357
O 1.531 2.407 0.130 -0.674
H -3.070 0.993 0.356 0.272
H -1.732 1.689 0.331 0.485
O -2.694 1.881 0.344 -0.678
```

The HOMO energy is -4.91 eV. Its energy is -420.74995 Eh. The value obtained for the energy above the lowest of the compared OMol25 structures with the same formula, charge and spin is 7.7 kJ/mol. The largest force on an atom is 2.64 eV/Å. As for the total charge: -1.

=====

Entry 4:
Computed, not measured: a structure of composition C3H2N2O2S at a distorted geometry, with wB97M-V/def2-TZVPD.

Geometry as XYZ:
```
10
Properties=species:S:1:pos:R:3:mulliken_charge:R:1
C -0.681 -0.265 -0.160 -0.020
C -2.018 0.047 0.036 -0.476
C -0.951 1.627 -0.044 0.503
N 0.068 0.918 -0.276 -0.378
N -2.188 1.437 0.046 -0.443
O 2.271 -1.680 -0.137 -0.404
O 3.595 0.109 0.830 -0.380
S 2.942 -0.423 -0.329 0.780
H -0.161 -1.202 -0.167 0.442
H -2.879 -0.568 0.201 0.377
```

The HOMO energy is -9.84 eV. Its energy is -773.54499 Eh. The value obtained for the energy above the lowest of the compared OMol25 structures with the same formula, charge and spin is 530.9 kJ/mol. The largest force on an atom is 1.63 eV/Å. As for the total charge: 0.

=====

Q: energy of number 2 (C5H9O3)?
A: -421.51260 Eh

=====

Q: The highest energy belongs to which entry?
A: C3H9O4

=====

Q: Look up the energy of the third one.
A: -420.74995 Eh